This record from OMol25 describes a 14-piece molecular cluster, C36H49N16O overall. The level of theory is ωB97M-V with the def2-TZVPD basis set.

Values from the calculation:
Net charge: +1
Maximum force (eV/Å): 4.8
E_LUMO (eV): -5.718

Geometry as XYZ:
```
102
C36H49N16O, DFT ωB97M-V with the def2-TZVPD basis set
C 0.8334 1.3847 -1.2193
H 9.9525 7.8159 0.3811
H -4.9186 3.9232 1.1289
N -1.2876 -3.2616 -3.5324
H 3.4694 -1.8261 5.3444
N -4.1291 12.2695 2.9149
H -1.4033 -2.5174 -0.4447
H -2.8215 -3.5059 -0.7571
H -5.3144 9.5997 4.1700
H -0.6012 3.1913 -2.9358
C -4.8669 -0.4384 1.5011
H -1.4330 -8.1518 -1.3562
H 7.1231 2.5164 -0.2980
H 4.6323 -3.0961 4.9869
H -0.7553 -6.7216 -2.1162
H -1.0045 -0.0713 -5.9270
H 1.1474 0.4533 -1.7939
C 2.8413 1.6502 2.2074
C -1.6067 1.6315 -7.0430
H 6.1293 3.8047 0.3680
C -1.4944 -3.3253 -2.4034
C 9.1211 7.4121 -0.1996
H 1.8366 5.9930 -0.0485
H 1.5299 -11.4775 -0.6809
C -2.7196 2.7861 -2.3584
H -1.0302 -0.3129 -7.6689
H -4.7678 3.2642 -1.3987
H -6.0658 -5.2455 2.7242
C 1.2013 1.2106 0.3356
H -4.0089 4.2178 2.6045
C 0.9887 5.3094 -0.1244
N 5.2352 -0.7530 2.9247
N 4.5012 2.6266 -2.1008
C -1.6717 -7.3023 -1.9920
H -4.2091 -1.0722 0.9015
H 9.3424 7.5915 -1.2534
H -5.7492 -1.0319 1.7543
H -1.3024 0.6844 -1.0570
C 0.0926 -10.3128 -1.7223
H -0.0812 -12.1826 -0.7329
N -6.7566 -2.1980 3.3069
N -0.1987 -9.5831 -2.5622
C 6.4856 3.3614 -0.5636
H -1.2955 1.5076 -3.4324
H 3.1834 -2.9297 4.0038
H 0.3192 5.5273 0.7103
C 0.3046 5.4441 -1.4096
H 1.3738 2.3049 -1.6250
N 0.6159 0.5179 2.3189
C -1.7557 -3.4071 -0.9671
N -4.5754 7.0779 1.3396
H 4.6312 -8.9295 -2.6994
C 4.6720 -1.4626 3.6331
N -0.2351 5.5509 -2.4181
H 3.5966 -8.4925 -1.3457
H 8.2342 7.9971 0.0511
C -5.4195 -4.4271 3.0465
H -5.7571 4.4070 2.5964
C -4.2525 11.1653 3.2078
N 8.7615 4.8707 0.2848
C -5.2288 0.7843 0.7865
C -1.5422 0.1834 -6.8425
N -1.5317 -1.9052 1.8108
H -4.6214 -4.3324 2.3070
H 5.3303 -8.6718 -1.1059
C -0.8409 -1.1690 2.3753
H -0.9914 2.3477 -0.4180
N -5.5188 1.7412 0.2203
H -1.2568 -4.2664 -0.5162
C 3.9572 -2.3690 4.5322
C -4.6980 5.9734 1.6325
C 2.5168 1.7691 0.7469
N 0.2430 0.5676 1.0602
H 7.1170 4.1010 -1.0525
N 4.1311 -11.6154 -1.0748
C 4.2781 -10.5015 -1.3195
C -4.4092 9.7602 3.5811
C -1.2383 2.3121 -2.6380
H 1.3727 4.2969 0.0211
H -2.5389 -0.2551 -6.7667
H 3.7824 2.0199 2.6865
C -0.7371 1.6475 -1.2864
H -3.5667 9.4077 4.1796
C 5.3749 2.9486 -1.4233
H -4.3447 -0.2196 2.4348
N -3.5987 -5.8542 -0.9804
N -1.6575 2.7685 -7.2006
H -1.9404 -7.6967 -2.9723
C -2.7498 -6.4914 -1.4233
C 0.4633 -11.2398 -0.6546
C -4.8528 4.5684 2.0066
C 8.9194 5.9894 0.0711
H 3.2092 2.2495 -0.0114
C 1.7276 0.9803 2.9382
C -6.1674 -3.1788 3.1919
H -4.9573 -4.7287 3.9884
H 0.2487 -10.8235 0.3319
C -3.8642 3.1031 -2.0476
O -0.3059 -0.1206 3.1454
H 1.8279 0.8578 4.0562
C 4.4676 -9.0855 -1.6315
H -4.4753 9.1147 2.7020
```

These are the Mulliken partial charges, in e, on atoms 1 to 4: atom 1 (C): -0.188, atom 2 (H): 0.293, atom 3 (H): -0.131, atom 4 (N): -0.442